This record from the Open Molecules 2025 dataset describes a cluster of 2 separate species, C4H15N2O in total in a non-equilibrium geometry. The level of theory is ωB97M-V/def2-TZVPD.

```
22
C4H15N2O, DFT ωB97M-V/def2-TZVPD
N -1.32 -1.07 -1.18
C -0.62 -1.04 0.43
C -1.77 -0.74 1.32
C 0.60 -0.08 0.12
N 0.83 0.76 1.28
C 2.23 1.16 1.45
H -0.48 -0.77 -1.86
H -1.53 -1.95 -1.54
H -2.24 -0.46 -1.20
H -0.24 -2.09 0.50
H -2.03 0.38 1.30
H -1.46 -0.56 2.41
H -2.76 -1.21 1.43
H 1.48 -0.63 -0.01
H 0.51 0.50 -0.68
H 0.11 1.54 1.26
H 2.17 2.10 2.10
H 2.78 0.25 1.86
H 2.71 1.62 0.49
H 0.87 1.22 -2.95
H -0.27 0.56 -3.62
O 0.40 0.51 -2.90
```

## Properties
Maximum force = 9.09 eV/Å
Multiplicity = 1
Charge = +1
E_HOMO = -12.37 eV
Relative energy (zero: lowest compared OMol25 entry of this formula, charge and spin) = 3.8165 eV
M = 107.177 Da
Orbital gap = 9.13 eV
DFT total energy = -9409.84572 eV

Per-atom natural (NBO) charges, elementary charge units: -0.800 0.075 -0.748 -0.254 -0.635 -0.428 0.474 0.411 0.446 0.229 0.232 0.302 0.275 0.216 0.194 0.362 0.228 0.219 0.172 0.479 0.493 -0.941